DFT (the ωB97M-V functional and the def2-TZVPD basis) results for CH7MnO10P as an isolated structure in a non-equilibrium geometry.

```
20
Properties=species:S:1:pos:R:3:lowdin_charge:R:1
Mn -0.621 -0.506 -0.026 0.756
P 0.397 0.730 2.123 -0.097
O -1.597 0.408 -1.666 -0.124
O -0.610 1.240 -3.482 -0.054
O -2.135 -1.705 0.906 -0.044
O 1.965 2.112 -0.522 0.237
O 0.777 -0.630 1.522 -0.458
O 0.021 -2.357 -0.759 -0.054
O -0.780 1.045 1.189 -0.444
O 1.470 1.837 1.883 -0.448
O 0.013 0.768 3.618 -0.496
O 0.373 0.469 -1.704 -0.166
C -0.638 0.703 -2.396 -1.067
H 2.871 1.800 -0.590 0.143
H -2.769 -1.401 1.556 0.076
H 0.777 -2.808 -0.385 0.068
H 1.307 1.581 -0.976 0.048
H -0.239 -2.899 -1.504 0.066
H -2.315 -2.640 0.815 0.052
H 1.732 2.253 0.398 0.005
```

Results
Net charge: -2
HOMO (alpha / beta) (eV): 0.9774 / -0.0751
2S+1: 6

---

DFT (the ωB97M-V functional and the def2-TZVPD basis) results for a single C3H5FN2S molecule in a non-equilibrium geometry.

```
12
Properties=species:S:1:pos:R:3:lowdin_charge:R:1
S 2.457 -0.444 -0.348 0.651
F -1.097 0.872 -0.914 0.037
N 0.069 -1.506 -0.195 -0.105
N -1.292 -1.644 0.171 0.038
C 0.477 2.032 0.331 0.091
C 0.070 0.896 -0.237 -0.386
C 0.811 -0.393 -0.222 -0.798
H -0.195 2.919 0.291 0.093
H 0.504 -2.445 -0.218 0.142
H -1.835 -1.202 -0.577 0.086
H 1.422 2.094 0.848 0.060
H -1.392 -1.177 1.070 0.090
```

Results
SMILES: C=C(F)C(=S)NN
HOMO (eV): -8.5939

---

DFT (the ωB97M-V functional and the def2-TZVPD basis) results for a single C3H8N2O2S molecule in a non-equilibrium geometry.

```
16
Properties=species:S:1:pos:R:3:lowdin_charge:R:1
S 2.402 0.262 0.491 0.971
O 2.744 -1.113 0.475 -0.453
O 2.865 1.173 -0.850 -0.322
N -2.083 0.833 -0.001 -0.002
N 0.484 -0.011 0.292 -0.306
C -2.657 0.334 1.064 -0.022
C -0.594 1.019 -0.058 -0.261
C 0.253 -1.290 -0.312 -0.218
H -0.423 1.285 -1.116 0.095
H -0.804 -1.697 -0.074 0.094
H -3.707 0.262 1.079 0.047
H 0.076 -1.229 -1.458 0.103
H 0.887 -2.106 -0.009 0.052
H -2.130 -0.255 1.761 0.056
H 2.995 0.532 -1.582 0.064
H -0.309 2.002 0.299 0.103
```

Results
HOMO (eV): -8.7791

---

DFT (the ωB97M-V functional and the def2-TZVPD basis) results for a 5-piece molecular cluster, C40H46ClIO7S overall in a non-equilibrium geometry.

```
96
Properties=species:S:1:pos:R:3:lowdin_charge:R:1
I -5.588 0.807 0.380 0.825
Cl 3.283 -2.347 3.313 0.426
S 1.730 -2.063 2.016 0.321
O 1.947 -2.848 0.840 -0.338
O -4.789 -0.798 2.693 0.032
O -3.030 -2.541 -0.123 0.019
O 1.575 -0.661 1.788 -0.327
O -4.284 -2.178 -1.973 0.144
O 1.530 1.285 -1.252 -0.015
O 2.117 2.344 0.594 0.073
C 0.299 -2.625 2.925 -0.255
C -3.414 -1.832 -1.226 -0.493
C -0.824 -2.903 1.894 -0.204
C 3.954 -3.006 -1.573 -0.104
C -5.320 -2.306 0.881 -0.137
C 0.736 8.195 -0.525 -0.113
C -5.124 -0.969 1.574 -0.765
C 0.374 0.803 -1.973 -0.174
C -2.193 -2.431 2.408 -0.170
C 1.705 6.295 0.587 -0.084
C -2.844 8.338 -0.716 -0.099
C 4.914 -6.007 0.519 -0.079
C -4.628 9.945 -0.864 -0.100
C 5.693 -3.175 -3.228 -0.098
C -3.634 9.444 1.267 -0.096
C -1.255 -1.091 -2.215 -0.145
C -4.419 -4.552 0.136 -0.106
C 1.249 2.031 -0.170 -0.372
C 1.296 6.222 -1.781 -0.093
C 5.053 -6.024 2.917 -0.096
C 4.647 -3.751 -2.519 -0.107
C -4.052 -3.145 0.694 -0.396
C -2.776 8.540 0.656 -0.096
C 4.606 -5.433 1.744 -0.092
C 6.042 -1.851 -2.995 -0.098
C 5.343 -1.104 -2.057 -0.088
C -3.363 -3.390 2.082 -0.093
C -2.547 -0.612 -1.471 -0.093
C 0.786 7.513 -1.734 -0.108
C 0.030 -0.609 -1.524 -0.169
C -5.659 -4.608 -0.655 -0.142
C 5.672 -7.169 0.468 -0.091
C -4.557 10.150 0.507 -0.100
C 4.300 -1.681 -1.344 -0.082
C 6.125 -7.756 1.641 -0.100
C 1.193 7.585 0.635 -0.098
C -6.559 -4.694 -1.442 0.132
C -3.773 9.038 -1.475 -0.096
C 1.759 5.615 -0.621 -0.091
C 5.814 -7.184 2.867 -0.100
H 2.163 4.612 -0.657 0.083
H -2.940 -4.395 2.046 0.112
H -2.134 -2.394 3.501 0.116
H 0.426 7.988 -2.638 0.101
H -3.580 -4.975 -0.411 0.141
H -3.582 9.600 2.337 0.099
H -3.106 0.111 -2.054 0.111
H 0.552 -3.573 3.402 0.103
H -0.586 -2.377 0.969 0.083
H 6.164 -7.643 3.783 0.099
H 1.333 5.689 -2.723 0.099
H -2.173 7.635 -1.193 0.092
H -4.600 -5.186 1.009 0.122
H 5.911 -7.617 -0.488 0.100
H -5.871 -2.148 -0.044 0.087
H -2.269 -0.216 -0.493 0.107
H -5.221 10.860 0.983 0.099
H 4.374 -4.783 -2.704 0.097
H -5.350 10.492 -1.456 0.099
H -1.270 -2.180 -2.260 0.117
H 1.149 8.115 1.578 0.101
H -7.316 -4.852 -2.172 0.033
H 0.215 2.364 0.010 0.154
H -1.254 -0.720 -3.241 0.117
H 4.565 -5.547 -0.395 0.075
H 3.757 -1.099 -0.609 0.096
H 6.722 -8.658 1.601 0.099
H -2.054 7.991 1.247 0.098
H -5.980 -2.883 1.534 0.150
H -2.427 -1.428 2.064 0.107
H 0.001 -1.885 3.660 0.108
H -4.088 -3.301 2.886 0.121
H 4.808 -5.579 3.874 0.095
H 6.236 -3.757 -3.962 0.098
H 5.611 -0.070 -1.879 0.103
H -0.467 1.485 -1.815 0.122
H 2.063 5.818 1.491 0.105
H -3.829 8.877 -2.544 0.099
H 3.144 -3.452 -1.015 0.074
H -0.123 -0.589 -0.442 0.095
H 0.881 -1.266 -1.707 0.120
H -0.854 -3.960 1.634 0.121
H 4.016 -4.527 1.785 0.044
H 6.858 -1.402 -3.546 0.099
H 0.339 9.202 -0.488 0.103
H 0.642 0.814 -3.029 0.132
```

Results
SMILES: C#CC[C@](CCCCS(=O)(=O)Cl)(CC(=O)I)OC(=O)CCCCOC=O.c1ccccc1.c1ccccc1.c1ccccc1.c1ccccc1
HOMO (eV): -9.1038

---

DFT (the ωB97M-V functional and the def2-TZVPD basis) results for a 10-piece molecular cluster, C40H71N3O21 overall in a non-equilibrium geometry.

```
135
Properties=species:S:1:pos:R:3:lowdin_charge:R:1
O -2.230 7.934 -0.319 0.115
O 1.959 -4.938 -1.698 0.128
O -4.009 6.570 0.081 -0.009
O -0.126 -4.464 -1.030 -0.006
O 0.572 -6.579 -1.123 0.021
O 6.752 -1.960 2.205 0.164
O 0.015 1.472 1.129 -0.022
O -0.185 -2.783 -5.587 0.028
O -2.605 0.836 2.468 0.058
O 5.671 -1.161 0.419 -0.017
O -0.395 -0.941 -4.414 0.106
O 1.665 -2.138 4.203 0.004
O 6.940 -2.908 0.098 -0.036
O -2.360 0.342 4.728 0.015
O 3.099 -2.085 5.944 0.153
O 2.672 -0.205 4.785 -0.039
O -1.190 2.503 -0.373 -0.008
O -2.363 2.446 3.967 0.026
O -1.182 0.207 -0.413 0.101
O 1.543 -2.108 -4.433 0.044
O -2.197 5.636 -0.405 0.021
N 2.433 3.958 -2.069 0.040
N -3.043 -0.382 -3.201 0.033
N -3.667 -1.691 1.142 0.010
C 2.132 -1.108 -3.579 -0.217
C -4.844 7.693 0.397 -0.012
C -0.608 -6.964 -0.540 -0.266
C -2.760 6.839 -0.250 -0.605
C 3.420 -1.602 -2.962 -0.054
C -2.410 1.166 3.645 -0.553
C -1.796 -7.012 -1.533 -0.042
C 1.227 -4.079 3.078 -0.045
C 3.021 5.168 -1.737 -0.143
C -0.527 6.119 -2.233 -0.064
C -2.971 -3.750 0.499 -0.069
C -3.459 0.506 -4.126 -0.159
C 7.671 -4.067 0.604 -0.027
C -4.003 -0.429 -2.197 -0.129
C 0.286 -1.891 -4.738 -0.624
C 2.196 4.246 0.188 -0.093
C 0.074 -3.078 -1.279 0.013
C -1.930 2.506 -1.568 -0.185
C 0.448 0.389 1.910 -0.050
C -2.566 -2.446 0.867 -0.146
C -2.412 -1.086 4.312 0.005
C -4.643 1.111 -3.685 -0.118
C 1.906 3.447 -0.874 -0.164
C 1.336 -3.467 4.472 -0.228
C 2.899 5.364 -0.378 -0.099
C -4.383 -3.744 0.655 -0.102
C 2.531 -1.538 5.071 -0.563
C 0.858 -5.256 -1.318 -0.590
C -1.027 2.702 -2.802 -0.024
C 3.736 0.434 5.547 -0.024
C -0.793 5.610 -0.836 -0.179
C 3.939 0.354 0.309 -0.072
C -0.845 1.276 0.085 -0.522
C 6.496 -2.028 1.068 -0.586
C -3.761 4.309 3.593 -0.029
C 0.547 -3.944 -5.957 -0.029
C -2.635 3.441 2.984 -0.179
C 5.043 -0.141 1.240 -0.189
C -5.003 0.474 -2.509 -0.128
C -4.747 -2.485 1.040 -0.164
H -1.645 3.842 2.787 0.131
H -1.445 -1.344 3.862 0.083
H 0.414 5.875 -2.684 0.054
H -2.195 -0.952 -3.354 0.127
H -0.370 -7.973 -0.112 0.138
H 3.514 5.781 -2.451 0.097
H -0.508 3.654 -2.868 0.034
H -1.202 5.677 -2.988 0.085
H 2.121 3.681 -2.981 0.134
H -2.032 -6.035 -1.917 0.063
H -2.663 -7.409 -1.000 0.077
H -3.246 -1.362 3.682 0.081
H 3.263 1.083 0.786 0.062
H 1.432 -0.810 -2.809 0.104
H -2.842 0.710 -4.970 0.099
H 7.991 -4.626 -0.343 0.118
H -5.171 8.162 -0.511 0.096
H 1.413 -3.646 -6.529 0.092
H -5.678 -2.023 1.290 0.108
H 4.018 -1.936 -3.836 0.091
H -2.322 -4.571 0.272 0.061
H 0.554 -3.399 2.480 0.081
H -3.892 -1.110 -1.380 0.082
H 0.544 -0.606 1.456 0.094
H 0.428 -2.955 -2.284 0.078
H 1.467 0.603 2.260 0.085
H -4.542 3.641 3.882 0.070
H 3.275 -2.539 -2.364 0.086
H -3.400 4.983 4.372 0.081
H -0.231 0.330 2.768 0.077
H 4.747 0.140 5.176 0.110
H 2.176 -4.106 2.577 0.071
H 0.745 -5.048 2.996 0.074
H -1.536 2.587 -3.772 0.081
H 0.828 -2.764 -0.575 0.105
H 5.825 0.664 1.446 0.151
H -0.276 6.236 -0.126 0.119
H 8.493 -3.777 1.206 0.073
H 3.343 -0.534 -0.045 0.087
H -5.181 1.860 -4.223 0.082
H 4.679 -0.635 2.141 0.112
H 6.922 -4.680 1.111 0.094
H -0.697 7.188 -2.223 0.073
H -1.616 -1.922 0.927 0.088
H -2.557 3.371 -1.404 0.119
H 0.405 -3.469 4.971 0.110
H 3.654 0.178 6.607 0.093
H 2.060 3.970 1.222 0.101
H -1.526 -7.758 -2.286 0.081
H -5.895 0.731 -1.923 0.100
H 0.996 -4.488 -5.143 0.091
H 1.488 2.472 -0.834 0.088
H 3.978 -0.911 -2.322 0.063
H 3.454 1.457 5.340 0.090
H 4.377 0.816 -0.580 0.077
H 2.335 -0.116 -4.031 0.137
H -0.851 -2.563 -1.179 0.071
H -0.278 1.930 -2.774 0.065
H -5.640 7.253 0.989 0.096
H -3.640 -0.693 1.193 0.119
H -2.960 2.928 2.078 0.114
H -2.436 -1.630 5.228 0.081
H 2.055 -3.957 5.101 0.118
H -2.515 1.613 -1.597 0.084
H -0.725 -6.354 0.362 0.111
H -4.245 8.296 1.022 0.080
H -4.228 4.871 2.765 0.074
H -5.028 -4.591 0.573 0.086
H -0.486 4.547 -0.721 0.090
H -0.110 -4.546 -6.580 0.102
H 3.404 6.107 0.225 0.091
```

Results
SMILES: CCOC(=O)OC.CCOC(=O)OC.CCOC(=O)OC.CCOC(=O)OC.CCOC(=O)OC.CCOC(=O)OC.CCOC(=O)OC.c1cc[nH]c1.c1cc[nH]c1.c1cc[nH]c1
HOMO (eV): -7.5984

---

DFT (the ωB97M-V functional and the def2-TZVPD basis) results for C27H34AlCl3CsF5LiN3O9S as an isolated structure in a non-equilibrium geometry.

```
85
Properties=species:S:1:pos:R:3:lowdin_charge:R:1
Cs 1.868 -4.628 -4.166 1.113
Cl 1.378 -5.666 -2.079 0.172
Cl -2.685 -8.093 1.923 0.671
Cl -4.833 -5.761 0.990 0.065
S 5.210 2.768 -1.378 0.648
Al -3.723 -5.026 -2.218 0.008
F 0.887 4.627 -1.009 -0.615
F -3.019 -6.360 -3.127 -0.239
F -4.511 -3.916 -3.325 -0.226
F -2.433 -4.175 -1.349 -0.233
F -4.898 -5.654 -1.061 -0.465
O 6.449 2.107 -1.128 -0.224
O -4.490 6.797 -0.677 0.070
O 1.833 -0.674 2.232 0.007
O 5.425 4.356 -1.217 -0.168
O -0.518 3.426 -0.195 0.085
O 4.928 2.744 -2.968 -0.191
O 3.997 2.414 -0.705 -0.262
O -5.204 5.096 0.467 0.037
O 8.455 5.389 -4.809 -0.140
N -0.727 -5.925 1.739 0.001
N 1.212 -6.886 0.990 -0.013
N -4.426 5.640 -0.303 -0.437
C -10.219 4.245 3.765 -0.107
C 1.320 -4.299 1.405 -0.063
C 0.605 -5.694 1.371 -0.128
C -9.766 5.560 3.746 -0.105
C 4.657 4.080 -3.413 -0.150
C 0.703 -4.182 -1.207 -0.473
C 3.663 -6.195 0.356 -0.226
C 0.002 2.488 0.366 -0.349
C 0.177 -7.891 1.133 0.012
C -1.120 -7.299 1.611 -0.502
C -0.785 1.480 1.109 0.049
C -8.670 5.906 2.963 -0.094
C 2.053 1.279 0.940 -0.073
C 9.397 6.230 -4.154 -0.158
C 4.572 -5.673 1.388 -0.212
C -1.611 -4.880 2.223 -0.103
C 5.493 4.965 -2.510 -0.150
C 1.462 2.313 0.327 0.055
C -0.188 0.446 1.718 0.008
C -8.024 4.937 2.204 -0.087
C -2.139 -4.121 3.030 0.159
C 2.570 -7.298 0.547 -0.172
C 1.275 0.276 1.675 -0.439
C -8.479 3.623 2.220 -0.092
C 1.612 -3.646 -0.024 -0.212
C -9.578 3.277 2.999 -0.103
C -3.307 4.811 -0.824 0.042
Li 3.416 -0.589 0.059 0.807
H 0.673 -3.565 1.994 0.125
H -0.366 -4.419 -0.895 0.081
H -10.267 6.315 4.342 0.096
H 2.018 3.064 -0.221 0.087
H 3.774 -5.734 -0.686 0.042
H 2.995 -8.085 1.259 0.144
H 5.499 -6.294 1.645 0.015
H 0.616 -3.342 -2.008 0.067
H 2.722 -3.733 -0.268 0.095
H -2.721 4.475 0.029 0.081
H 2.456 -7.835 -0.458 0.112
H 9.885 5.680 -3.345 0.077
H -11.073 3.975 4.377 0.096
H -8.319 6.932 2.945 0.100
H 0.264 -9.004 0.935 0.143
H -2.700 5.418 -1.491 0.103
H -1.858 1.622 1.130 0.128
H -2.602 -3.446 3.808 0.088
H 4.364 -4.706 1.971 -0.012
H 6.539 4.978 -2.826 0.120
H -7.165 5.206 1.598 0.071
H -0.747 -0.304 2.263 0.115
H 8.944 4.639 -5.167 0.077
H 10.145 6.577 -4.871 0.077
H 3.588 4.272 -3.276 0.139
H 1.397 -2.524 0.082 0.105
H -7.977 2.868 1.625 0.101
H -9.935 2.253 3.010 0.097
H 5.115 5.986 -2.471 0.146
H 3.131 1.134 0.923 0.064
H 8.871 7.089 -3.738 0.079
H 4.913 4.196 -4.465 0.139
H -3.744 3.969 -1.359 0.102
H 2.301 -4.411 1.958 0.101
```

Results
HOMO (eV): -5.4589

---

DFT (the ωB97M-V functional and the def2-TZVPD basis) results for C4H7ClN2 as an isolated structure in a non-equilibrium geometry.

```
14
Properties=species:S:1:pos:R:3:lowdin_charge:R:1
Cl -1.792 2.356 -0.459 0.191
N -1.120 0.313 -0.158 -0.396
N -1.645 -0.393 0.868 0.186
C 0.843 -0.134 1.004 -0.115
C 0.966 -0.828 -0.348 -0.133
C -0.569 0.516 1.129 -0.371
C -0.285 -0.390 -1.185 -0.101
H -1.000 -1.092 -1.688 0.137
H 1.662 -0.195 -0.811 0.078
H 1.262 -1.852 -0.632 0.126
H -0.761 1.577 1.494 0.093
H -0.134 0.285 -1.973 0.082
H 1.545 0.694 0.951 0.109
H 1.028 -0.857 1.807 0.114
```

Results
HOMO (alpha / beta) (eV): -9.1857 / -9.4332

---

DFT (the ωB97M-V functional and the def2-TZVPD basis) results for a single C5H11NO2 molecule in a non-equilibrium geometry.

```
19
Properties=species:S:1:pos:R:3:lowdin_charge:R:1
O -0.240 -1.485 -0.976 -0.069
O 0.222 0.938 -1.122 -0.312
N -0.787 -2.085 0.107 -0.017
C -1.090 1.435 -1.554 -0.066
C 0.741 -0.430 1.418 -0.188
C 0.914 1.373 -0.069 -0.369
C -0.568 -1.456 1.223 -0.113
C 0.571 1.069 1.415 -0.168
H 1.138 2.429 -0.548 0.149
H -1.380 1.065 -2.700 0.132
H -2.022 1.081 -0.753 0.156
H -0.908 -1.748 2.251 0.099
H 1.400 -0.842 2.307 0.128
H 1.979 0.890 -0.321 0.153
H -0.394 1.364 1.722 0.087
H 1.433 -0.665 0.364 0.147
H -0.901 2.554 -1.833 0.094
H 0.211 -0.696 -0.830 -0.034
H 1.681 1.586 1.789 0.193
```

Results
SMILES: COCCC/C=N\O
HOMO (eV): -9.3948

---

DFT (the ωB97M-V functional and the def2-TZVPD basis) results for a 2-piece molecular cluster, C9H11NOS overall in a non-equilibrium geometry.

```
23
Properties=species:S:1:pos:R:3:lowdin_charge:R:1
S -1.084 0.979 -0.583 0.817
O -2.298 1.559 0.028 -0.485
N -0.288 2.348 -3.339 0.112
C 1.259 -1.467 1.867 -0.055
C -0.433 -0.405 0.526 -0.303
C 0.932 -0.557 0.816 -0.264
C 0.006 3.104 -2.427 -0.214
C 2.042 0.119 0.066 -0.078
C -0.997 -2.152 2.101 -0.067
C -1.463 0.132 -2.027 -0.194
C -1.353 -1.155 1.147 -0.089
C 0.311 -2.236 2.517 -0.111
H 0.732 -3.138 3.031 0.123
H 2.283 -0.245 -0.971 0.090
H 0.606 4.017 -2.583 0.077
H -0.116 2.906 -1.361 0.006
H 2.985 0.097 0.665 0.079
H -2.438 0.533 -2.384 0.042
H 1.864 1.276 -0.196 0.106
H -1.624 -2.782 2.672 0.089
H 2.290 -1.820 2.181 0.129
H -0.767 -0.210 -2.854 0.055
H -2.451 -0.905 1.106 0.135
```

Results
HOMO (alpha / beta) (eV): -8.0194 / -9.1707
2S+1: 3